No. 1
# C30H36N2O4

2 unconnected molecules or ions with the total composition C30H36N2O4 (ωB97M-V/def2-TZVPD, the OMol25 dataset).

Atoms and positions in Å:
C  4.29  1.01  -2.10
C  3.40  2.04  -1.57
C  3.54  2.51  -0.22
O  4.39  2.07  0.55
C  2.57  3.63  0.21
C  2.15  4.44  -0.99
O  1.59  3.59  -2.05
C  2.23  2.43  -2.36
O  1.78  1.72  -3.26
H  3.99  0.77  -3.13
H  5.33  1.36  -2.08
H  4.23  0.09  -1.49
H  1.70  3.19  0.72
H  3.10  4.27  0.93
H  1.35  5.15  -0.75
H  3.01  4.99  -1.39
C  -4.39  -1.04  1.46
N  -3.42  -0.77  0.42
C  -3.86  -0.22  -0.77
O  -5.03  -0.02  -1.07
C  -2.63  0.11  -1.59
C  -2.47  1.62  -1.74
C  -2.48  2.33  -0.40
C  -3.69  2.69  0.20
C  -3.70  3.28  1.47
C  -2.49  3.54  2.12
C  -1.27  3.22  1.51
C  -1.27  2.66  0.23
N  -1.55  -0.52  -0.82
C  -0.27  -0.24  -1.10
C  0.81  -0.47  -0.25
C  2.00  -0.97  -0.76
C  3.01  -1.65  0.01
C  4.00  -2.44  -0.63
C  4.93  -3.17  0.11
C  4.90  -3.11  1.51
C  3.94  -2.33  2.16
C  3.01  -1.60  1.43
C  -2.03  -1.22  0.41
C  -1.88  -2.80  0.50
C  -2.67  -3.43  -0.64
C  -2.35  -3.27  1.88
C  -0.43  -3.24  0.42
H  -5.18  -0.28  1.41
H  -4.87  -2.02  1.31
H  -3.92  -0.99  2.44
H  -2.72  -0.39  -2.57
H  -1.55  1.84  -2.29
H  -3.34  1.97  -2.32
H  -4.62  2.49  -0.32
H  -4.65  3.53  1.94
H  -2.49  3.99  3.12
H  -0.32  3.40  2.02
H  -0.33  2.45  -0.29
H  -0.09  0.18  -2.10
H  0.68  -0.25  0.82
H  2.13  -0.92  -1.84
H  4.02  -2.49  -1.72
H  5.68  -3.78  -0.39
H  5.63  -3.68  2.10
H  3.92  -2.28  3.25
H  2.29  -0.95  1.93
H  -1.51  -0.79  1.29
H  -2.29  -3.07  -1.61
H  -2.53  -4.52  -0.62
H  -3.74  -3.23  -0.57
H  -1.88  -2.67  2.67
H  -3.44  -3.24  2.01
H  -2.05  -4.31  2.04
H  0.19  -2.76  1.19
H  -0.39  -4.33  0.60
H  0.02  -3.07  -0.57

LUMO level: -1.878 eV
Total charge: 0
Relative energy (zero: lowest compared OMol25 entry of this formula, charge and spin): 0.0 kcal/mol
Orbital gap: 4.10 eV

So, what does the Mulliken scheme give us? The charges, in e, come out as: -1.430 0.460 0.627 -0.811 0.057 -0.599 -0.399 0.503 -0.779 0.297 0.448 0.020 -0.373 0.420 0.365 0.377 -1.226 0.607 -0.096 -0.675 0.199 -1.655 -0.041 -0.198 -0.759 -0.596 -0.916 0.897 0.589 -1.417 0.469 -0.515 0.600 -0.178 -0.692 -0.384 -0.820 -0.172 -1.255 2.089 -1.803 -1.782 -1.949 0.344 0.372 0.404 0.453 0.625 0.665 0.443 0.396 0.398 0.398 0.226 0.699 0.437 0.369 0.388 0.387 0.394 0.379 0.362 0.754 0.329 0.471 0.310 0.388 0.377 0.447 0.343 0.612 0.329

No. 2
# C4H6NS

A gas-phase ion, C4H6NS (charge +1) (ωB97M-V/def2-TZVPD, the OMol25 dataset).

Atoms and positions in Å:
C  1.67  1.00  -0.71
C  0.98  -0.11  -0.66
C  -0.99  -0.37  0.88
C  0.14  -1.16  0.06
N  0.28  1.13  -1.01
S  -0.92  1.43  0.41
H  2.54  1.55  -0.59
H  -0.61  -0.46  1.91
H  -1.87  -0.96  0.52
H  -0.14  -1.75  -0.86
H  0.86  -1.75  0.50
H  -1.95  1.43  -0.47

LUMO level: -4.620 eV
Total charge: +1
Relative energy (zero: lowest compared OMol25 entry of this formula, charge and spin): 98.5 kcal/mol
Orbital gap: 9.11 eV

So, what does the Mulliken scheme give us? The charges, in e, come out as: -0.168 0.248 -0.415 -0.569 -0.299 0.072 0.406 0.383 0.364 0.299 0.394 0.285

No. 3
# C27H54Cl6O24

11 unconnected molecules or ions with the total composition C27H54Cl6O24 (ωB97M-V/def2-TZVPD, the OMol25 dataset).

Atoms and positions in Å:
C  5.87  26.04  7.23
O  7.23  25.77  7.58
C  7.83  24.63  7.38
O  7.47  23.72  6.58
O  8.88  24.61  8.10
C  9.71  23.47  8.03
H  5.16  25.40  7.75
H  5.67  25.81  6.18
H  5.54  27.06  7.42
H  10.35  23.47  8.91
H  10.24  23.58  7.08
H  9.10  22.56  7.99
C  12.10  25.14  4.24
O  12.03  23.70  4.34
C  13.19  23.00  3.98
O  14.25  23.53  3.55
O  12.92  21.66  4.12
C  13.96  20.73  4.03
H  12.46  25.53  3.29
H  12.85  25.56  4.91
H  11.18  25.64  4.55
H  14.50  20.62  4.97
H  14.67  21.05  3.26
H  13.51  19.79  3.70
C  9.46  23.90  12.16
O  10.54  24.76  11.63
C  11.73  24.17  11.38
O  11.87  22.97  11.31
O  12.70  25.16  11.21
C  14.05  24.80  11.05
H  9.86  22.97  12.57
H  8.79  23.59  11.36
H  8.79  24.36  12.88
H  14.23  24.11  10.24
H  14.58  24.55  11.97
H  14.48  25.73  10.67
C  14.01  16.36  8.06
O  14.65  17.25  9.02
C  13.93  17.95  9.84
O  12.70  17.86  10.02
O  14.82  18.79  10.50
C  14.35  19.52  11.67
H  13.70  16.96  7.20
H  13.17  15.79  8.45
H  14.72  15.63  7.69
H  14.99  19.28  12.52
H  13.32  19.36  12.00
H  14.40  20.59  11.47
C  10.24  16.05  8.85
O  10.86  14.96  8.17
C  10.55  13.72  8.53
O  9.83  13.45  9.51
O  11.17  12.80  7.72
C  10.95  11.34  7.80
H  10.81  16.97  8.70
H  10.28  15.88  9.93
H  9.19  16.20  8.60
H  10.98  10.85  8.78
H  11.58  10.82  7.09
H  9.96  11.15  7.39
C  9.87  21.40  4.78
O  9.17  20.58  5.72
C  8.27  19.67  5.37
O  7.92  19.42  4.21
O  7.82  19.09  6.44
C  6.98  18.04  6.38
H  10.13  20.77  3.92
H  10.80  21.76  5.21
H  9.34  22.23  4.32
H  6.30  18.14  7.23
H  7.61  17.16  6.38
H  6.30  18.00  5.52
C  17.52  21.64  10.48
O  16.84  21.71  9.20
C  16.52  22.85  8.66
O  16.49  23.90  9.30
O  16.20  22.66  7.45
C  15.95  23.81  6.62
H  18.43  22.24  10.55
H  18.01  20.70  10.74
H  16.88  21.88  11.33
H  16.88  24.26  6.29
H  15.18  24.49  6.99
H  15.52  23.38  5.72
C  4.07  19.97  9.92
O  5.37  19.62  9.52
C  6.41  20.29  10.01
O  6.40  21.39  10.62
O  7.56  19.53  9.79
C  8.83  20.05  9.95
H  3.92  19.92  11.00
H  3.35  19.32  9.43
H  3.92  21.02  9.66
H  9.17  19.98  10.98
H  8.94  21.06  9.57
H  9.57  19.54  9.34
C  17.46  18.99  7.72
Cl  15.85  19.33  7.12
Cl  17.68  17.32  8.45
H  18.11  18.97  6.85
H  17.70  19.68  8.52
C  13.06  21.17  8.38
Cl  13.04  22.55  7.31
Cl  12.21  19.83  7.67
H  14.11  20.89  8.47
H  12.59  21.44  9.33
C  10.44  27.50  8.23
Cl  10.61  27.47  10.00
Cl  11.80  26.56  7.61
H  9.53  26.99  7.90
H  10.47  28.54  7.91

LUMO level: 0.487 eV
Total charge: 0
Relative energy (zero: lowest compared OMol25 entry of this formula, charge and spin): 0.0 kcal/mol
Orbital gap: 10.70 eV

Here are the Mulliken charges for atoms 1 to 99, given in e: -0.760 -0.340 0.770 -0.618 -0.223 0.487 0.302 0.318 0.262 -0.323 0.146 -0.027 -0.816 -0.086 0.601 -0.643 -0.154 -0.521 0.358 0.228 0.289 0.041 0.387 0.272 -0.775 -0.256 0.808 -0.596 -0.317 -0.452 0.303 0.269 0.308 0.054 0.322 0.283 -0.693 -0.196 0.769 -0.536 -0.195 -0.684 0.273 0.258 0.287 0.334 0.332 0.130 -0.493 -0.218 0.698 -0.594 -0.320 -0.666 -0.091 0.370 0.442 0.294 0.265 0.304 -0.491 -0.057 0.518 -0.645 -0.044 -0.681 0.504 -0.139 0.347 0.131 0.265 0.347 -0.895 -0.022 0.671 -0.672 -0.145 -0.630 0.378 0.333 0.278 0.372 0.276 0.058 -0.685 -0.239 0.696 -0.588 -0.188 0.134 0.294 0.229 0.313 0.416 -0.233 -0.074 0.089 -0.079 -0.182

No. 4
# C7H11Br2N2O2

A gas-phase ion, C7H11Br2N2O2 (charge +1) (ωB97M-V/def2-TZVPD, the OMol25 dataset).

Atoms and positions in Å:
C  1.04  1.02  1.59
C  -1.15  0.68  0.56
C  1.59  1.55  0.26
C  1.42  0.51  -0.97
C  -0.05  0.34  -1.39
C  -0.41  -1.65  0.12
C  -2.33  0.69  1.31
N  0.89  2.11  2.38
N  -0.91  -0.41  -0.44
O  -0.13  2.59  2.78
O  1.28  -0.12  1.99
Br  -1.13  2.05  -1.26
Br  -3.89  -0.27  0.42
H  0.86  2.38  -0.10
H  2.63  1.72  0.28
H  2.07  0.95  -1.86
H  1.79  -0.56  -0.60
H  -0.23  0.06  -2.38
H  0.17  -1.43  1.01
H  -1.21  -2.20  0.53
H  0.26  -2.05  -0.58
H  -2.75  1.80  1.59
H  -2.31  0.13  2.18
H  -1.67  -0.77  -0.96

LUMO level (alpha / beta): -5.378 / -5.378 eV
Total charge: +1
Relative energy (zero: lowest compared OMol25 entry of this formula, charge and spin): 135.1 kcal/mol
Orbital gap (alpha / beta): 7.51 / 7.50 eV

So, what does the Mulliken scheme give us? The charges, in e, come out as: 1.004 -0.199 -0.658 -0.343 -0.409 -1.075 -0.893 -0.066 0.181 -0.233 -0.625 0.032 -0.181 0.133 0.500 0.350 0.266 0.619 0.433 0.365 0.464 0.401 0.459 0.476

No. 5
# C3H4Br2O

A molecular structure, C3H4Br2O (ωB97M-V/def2-TZVPD, the OMol25 dataset).

Atoms and positions in Å:
C  -0.07  0.49  -0.24
C  1.31  0.04  0.18
C  -1.27  -0.34  0.18
O  0.47  0.30  -1.49
Br  2.67  1.29  0.32
Br  1.81  -1.74  0.20
H  -0.23  1.55  0.02
H  -1.11  -1.40  -0.01
H  -2.12  0.00  -0.40
H  -1.46  -0.18  1.24

LUMO level (alpha / beta): 0.709 / -2.497 eV
2S+1: 3
Total charge: 0
Relative energy (zero: lowest compared OMol25 entry of this formula, charge and spin): 30.0 kcal/mol
Orbital gap (alpha / beta): 7.58 / 7.52 eV

So, what does the Mulliken scheme give us? The charges, in e, come out as: 0.381 -0.160 -1.128 -0.245 -0.094 -0.069 0.362 0.345 0.309 0.300

No. 6
# C3HO3Yb

A molecular structure, C3HO3Yb (ωB97M-V/def2-TZVPD, the OMol25 dataset).

Atoms and positions in Å:
H  -1.13  -0.11  1.70
O  -2.58  0.23  -0.99
C  -1.71  -0.08  -0.28
C  -0.80  -0.29  0.67
O  0.48  -0.69  0.46
C  1.72  -0.18  -0.67
O  2.09  -0.66  -1.70
Yb  1.94  1.79  0.81

LUMO level (alpha / beta): -4.947 / -6.886 eV
2S+1: 3
Total charge: +1
Orbital gap (alpha / beta): 5.10 / 6.52 eV

So, what does the Mulliken scheme give us? The charges, in e, come out as: 0.442 -0.171 0.792 -0.443 -0.232 0.121 -0.240 0.732

no.,total energy (Eh),largest force on an atom (eV/Å)
1,-1575.18185,2.44
2,-608.50624,4.56
3,-5628.01910,5.77
4,-5680.79137,5.28
5,-5339.78672,5.67
6,-1498.87299,7.63